Below is 6 unconnected molecules or ions with the total composition C32H78BCl2FN6O18PS5, with properties calculated with wB97M-V/def2-TZVPD.

Output
* max |F|: 0.9 eV/Å
* E: -6326.1115 Eh
* net charge: +1

Bonds (Å) are listed after each position.
Cartesian coordinates (Å):
1 C -6.1518 3.2499 4.1509  O2 1.437, H32 1.089, H33 1.088, H34 1.090
2 O -5.6474 2.9634 2.8363  C1 1.437, B3 1.361
3 B -4.3318 2.6540 2.6734  O2 1.361, O4 1.357, C5 1.625
4 O -3.6651 2.0173 3.6689  B3 1.357, H35 0.961
5 C -3.6832 3.1699 1.2761  B3 1.625, C6 1.512, C24 1.583, H36 1.098
6 C -2.4630 4.0333 1.5019  C5 1.512, Cl7 1.752, N8 1.508, H37 1.091
7 Cl -1.0952 3.3012 2.3152  C6 1.752
8 N -2.0747 4.5811 0.1521  C6 1.508, C9 1.503, H38 1.022, H39 1.043
9 C -1.5273 3.6087 -0.8555  N8 1.503, C10 1.554, P15 1.886, C17 1.579
10 C -1.8565 4.0610 -2.3052  C9 1.554, C11 1.572, H40 1.098, H41 1.090
11 C -1.6206 5.4929 -2.9103  C10 1.572, N12 1.469, N13 1.448, N14 1.452
12 N -2.5645 5.6650 -4.0231  C11 1.469, H42 1.014, H43 1.013
13 N -1.8476 6.6150 -2.0236  C11 1.448, H44 1.010, H45 1.007
14 N -0.2991 5.5995 -3.5013  C11 1.452, H46 1.008, H47 1.009
15 P 0.3281 3.8719 -0.6402  C9 1.886, N16 1.571, H48 1.395, H49 1.386
16 N 0.4956 5.3973 -0.3055  P15 1.571, H50 1.012
17 C -2.1199 2.1558 -0.6795  C9 1.579, C18 1.542, C24 1.594, H51 1.091
18 C -1.0691 1.1063 -0.2655  C17 1.542, C19 1.516, H52 1.083, H53 1.088
19 C -0.1077 0.7353 -1.3778  C18 1.516, O20 1.207, N21 1.403
20 O 1.0851 0.8143 -1.2134  C19 1.207
21 N -0.6847 0.3304 -2.5909  C19 1.403, C22 1.470, C23 1.489
22 C 0.2834 0.4268 -3.6928  N21 1.470, H54 1.090, H55 1.093, H56 1.089
23 C -1.2085 -1.0598 -2.4919  N21 1.489, H57 1.088, H58 1.092, H59 1.090
24 C -3.5084 2.1214 0.1025  C5 1.583, C17 1.594, C25 1.565, C29 1.528
25 C -4.5930 2.5238 -0.9518  C24 1.565, C26 1.538, H60 1.096, H61 1.091
26 C -6.0495 2.4468 -0.4648  C25 1.538, C27 1.524, H62 1.088, H63 1.093
27 C -6.9237 3.5294 -1.0856  C26 1.524, Cl28 1.776, H64 1.091, H65 1.092
28 Cl -8.4026 3.7845 -0.1368  C27 1.776
29 C -3.8889 0.7098 0.5474  C24 1.528, C30 1.521, F31 1.418, H66 1.094
30 C -3.9545 -0.3542 -0.5380  C29 1.521, H67 1.091, H68 1.088, H69 1.091
31 F -2.9985 0.2948 1.5702  C29 1.418
32 H -5.4219 3.8103 4.7332  C1 1.089
33 H -7.0472 3.8537 4.0210  C1 1.088
34 H -6.4042 2.3267 4.6732  C1 1.090
35 H -2.8685 1.5566 3.3902  O4 0.961
36 H -4.4233 3.9088 0.9424  C5 1.098
37 H -2.7474 4.9001 2.1007  C6 1.091
38 H -2.9421 4.9671 -0.2250  N8 1.022
39 H -1.4104 5.3825 0.2148  N8 1.043
40 H -1.2792 3.3644 -2.9266  C10 1.098
41 H -2.8963 3.7987 -2.5019  C10 1.090
42 H -3.5305 5.5629 -3.7306  N12 1.014
43 H -2.3716 4.9847 -4.7485  N12 1.013
44 H -1.0701 6.8084 -1.4092  N13 1.010
45 H -2.7375 6.6455 -1.5528  N13 1.007
46 H 0.2581 4.7655 -3.3965  N14 1.008
47 H 0.2136 6.3948 -3.1496  N14 1.009
48 H 0.8970 3.3635 -1.8085  P15 1.395
49 H 0.7578 3.0657 0.4014  P15 1.386
50 H 1.0727 5.9067 -0.9626  N16 1.012
51 H -2.3801 1.8554 -1.6958  C17 1.091
52 H -0.4613 1.3870 0.5865  C18 1.083
53 H -1.5600 0.1791 0.0232  C18 1.088
54 H -0.2489 0.2498 -4.6278  C22 1.090
55 H 1.0826 -0.3137 -3.6009  C22 1.093
56 H 0.7341 1.4183 -3.7165  C22 1.089
57 H -1.3538 -1.3527 -1.4544  C23 1.088
58 H -2.1732 -1.1365 -2.9973  C23 1.092
59 H -0.5176 -1.7477 -2.9798  C23 1.090
60 H -4.3987 3.5694 -1.2183  C25 1.096
61 H -4.4794 1.9096 -1.8465  C25 1.091
62 H -6.1535 2.4551 0.6183  C26 1.088
63 H -6.4651 1.4982 -0.8149  C26 1.093
64 H -7.2325 3.2286 -2.0882  C27 1.091
65 H -6.4218 4.4953 -1.1700  C27 1.092
66 H -4.8734 0.7402 1.0236  C29 1.094
67 H -3.6602 -1.3086 -0.0978  C30 1.091
68 H -3.3262 -0.1340 -1.3990  C30 1.088
69 H -4.9830 -0.4572 -0.8878  C30 1.091
70 O -7.4831 0.5127 -2.3745  S71 1.443
71 S -8.8110 -0.0514 -2.3513  O70 1.443, O72 1.430, O73 1.577, C76 1.749
72 O -8.9975 -1.3668 -1.8224  S71 1.430
73 O -9.4159 0.0322 -3.8056  S71 1.577, C74 1.452
74 C -8.6454 -0.5267 -4.9018  O73 1.452, C75 1.513, H77 1.091, H78 1.087
75 C -8.7418 -2.0351 -4.9690  C74 1.513, H79 1.089, H80 1.090, H81 1.089
76 C -9.9038 1.0717 -1.5739  S71 1.749, H82 1.085, H83 1.087, H84 1.088
77 H -7.6124 -0.1866 -4.8179  C74 1.091
78 H -9.0763 -0.0678 -5.7882  C74 1.087
79 H -8.2462 -2.5062 -4.1218  C75 1.089
80 H -8.2693 -2.3871 -5.8860  C75 1.090
81 H -9.7842 -2.3508 -4.9647  C75 1.089
82 H -9.7548 2.0535 -2.0118  C76 1.085
83 H -9.6406 1.0836 -0.5189  C76 1.087
84 H -10.9278 0.7279 -1.7027  C76 1.088
85 O -12.4972 -0.9335 -1.2141  S86 1.435
86 S -12.7571 -2.0685 -0.3757  O85 1.435, O87 1.428, O88 1.584, C91 1.756
87 O -13.0175 -3.3407 -0.9685  S86 1.428
88 O -13.9236 -1.6928 0.6271  S86 1.584, C89 1.452
89 C -15.1502 -1.1613 0.0606  O88 1.452, C90 1.513, H92 1.090, H93 1.087
90 C -16.0277 -2.2365 -0.5421  C89 1.513, H94 1.089, H95 1.090, H96 1.089
91 C -11.4684 -2.2277 0.8067  S86 1.756, H97 1.086, H98 1.089, H99 1.086
92 H -14.8972 -0.3887 -0.6661  C89 1.090
93 H -15.6436 -0.6794 0.9013  C89 1.087
94 H -15.5736 -2.6713 -1.4307  C90 1.089
95 H -16.9887 -1.8043 -0.8210  C90 1.090
96 H -16.1961 -3.0387 0.1754  C90 1.089
97 H -11.3012 -1.2623 1.2757  C91 1.086
98 H -10.5855 -2.5471 0.2557  C91 1.089
99 H -11.7591 -2.9764 1.5383  C91 1.086
100 O 6.3976 -1.0072 -0.6238  S101 1.432
101 S 5.9615 -2.0416 0.2661  O100 1.432, O102 1.430, O103 1.595, C106 1.752
102 O 5.1847 -3.1255 -0.2514  S101 1.430
103 O 5.1635 -1.3585 1.4664  S101 1.595, C104 1.444
104 C 4.1091 -0.4437 1.0972  O103 1.444, C105 1.514, H107 1.091, H108 1.089
105 C 2.8495 -1.1558 0.6510  C104 1.514, H109 1.089, H110 1.088, H111 1.091
106 C 7.3067 -2.6625 1.2012  S101 1.752, H112 1.085, H113 1.087, H114 1.086
107 H 4.4801 0.2335 0.3265  C104 1.091
108 H 3.9297 0.1437 1.9960  C104 1.089
109 H 3.0066 -1.6791 -0.2904  C105 1.089
110 H 2.0478 -0.4328 0.5140  C105 1.088
111 H 2.5463 -1.8935 1.3950  C105 1.091
112 H 7.8590 -1.8279 1.6206  C106 1.085
113 H 7.9420 -3.2289 0.5242  C106 1.087
114 H 6.9180 -3.3088 1.9832  C106 1.086
115 O 11.5044 -2.1571 3.5224  S116 1.432
116 S 11.5327 -1.8352 2.1274  O115 1.432, O117 1.432, O118 1.579, C121 1.759
117 O 10.7811 -2.6294 1.2032  S116 1.432
118 O 13.0332 -1.7269 1.6477  S116 1.579, C119 1.455
119 C 13.9187 -2.8402 1.9516  O118 1.455, C120 1.510, H122 1.091, H123 1.088
120 C 13.7348 -4.0192 1.0271  C119 1.510, H124 1.089, H125 1.088, H126 1.090
121 C 11.1103 -0.1434 1.8960  S116 1.759, H127 1.086, H128 1.088, H129 1.086
122 H 13.7804 -3.1198 2.9970  C119 1.091
123 H 14.9168 -2.4190 1.8482  C119 1.088
124 H 12.7683 -4.4989 1.1762  C120 1.089
125 H 14.5183 -4.7485 1.2230  C120 1.088
126 H 13.7935 -3.7005 -0.0135  C120 1.090
127 H 11.7083 0.4616 2.5710  C121 1.086
128 H 10.0526 -0.0464 2.1303  C121 1.088
129 H 11.2948 0.1220 0.8588  C121 1.086
130 O 16.1699 -5.7531 2.6144  S131 1.434
131 S 17.1394 -5.3736 3.6010  O130 1.434, O132 1.429, O133 1.582, C136 1.758
132 O 18.3999 -4.8552 3.1721  S131 1.429
133 O 17.3623 -6.5922 4.5849  S131 1.582, C134 1.452
134 C 17.6636 -7.8840 3.9942  O133 1.452, C135 1.513, H137 1.090, H138 1.087
135 C 19.1034 -7.9960 3.5434  C134 1.513, H139 1.089, H140 1.090, H141 1.089
136 C 16.4189 -4.2722 4.7662  S131 1.758, H142 1.086, H143 1.088, H144 1.086
137 H 16.9657 -8.0691 3.1775  C134 1.090
138 H 17.4447 -8.5951 4.7872  C134 1.087
139 H 19.3097 -7.3411 2.6987  C135 1.089
140 H 19.3085 -9.0233 3.2425  C135 1.090
141 H 19.7799 -7.7231 4.3526  C135 1.089
142 H 15.4777 -4.6909 5.1112  C136 1.086
143 H 16.2555 -3.3298 4.2481  C136 1.088
144 H 17.1151 -4.1350 5.5886  C136 1.086